Entry 1:
DFT (ωB97M-V/def2-TZVPD) results for a structure of composition C16H67NO22SSi2.

Values from the calculation:
- Kohn-Sham gap (eV) = 8.93
- lowest unoccupied orbital energy (eV) = -0.273
- E_tot (Ha) = -3336.9396

Each line ends with the Mulliken charge.
Element x y z (Å)
C (5.515, -1.703, 0.988)  -1.103
C (5.309, -0.284, 0.211)  -0.186
C (5.099, -0.467, -1.369)  -1.382
C (3.565, -0.577, -1.836)  1.151
C (3.609, -1.048, -3.405)  -1.130
Si (2.588, 1.088, -1.623)  0.938
S (4.021, 2.627, -2.245)  -0.414
N (1.170, 0.962, -2.701)  -0.190
C (0.481, 2.083, -2.804)  0.152
C (0.580, 3.374, -1.867)  -0.839
C (-0.626, 2.119, -3.994)  -1.168
O (2.207, 1.434, 0.038)  -0.504
Si (1.313, 0.169, 0.808)  0.525
C (-0.570, 0.177, 0.461)  0.348
C (-1.133, -1.310, 0.754)  -0.367
O (-1.446, -1.712, 1.912)  -0.632
C (-1.317, -2.245, -0.547)  0.554
C (-2.678, -2.875, -0.950)  -0.786
C (-2.827, -3.739, -2.252)  -0.716
C (-1.599, -3.988, -3.169)  -0.226
C (-0.233, -3.400, -2.756)  -0.617
C (-0.102, -2.540, -1.454)  0.143
H (4.772, -2.487, 0.624)  0.246
H (6.610, -2.019, 0.915)  0.282
H (5.273, -1.499, 2.088)  0.329
H (6.259, 0.336, 0.385)  0.316
H (4.457, 0.251, 0.750)  0.069
H (5.603, -1.472, -1.647)  0.386
H (5.700, 0.334, -1.931)  0.380
H (3.087, -1.447, -1.275)  -0.053
H (4.679, -0.885, -3.772)  0.247
H (3.413, -2.186, -3.434)  0.285
H (2.845, -0.511, -4.051)  0.267
H (3.375, 3.536, -3.077)  0.107
H (1.512, 4.021, -2.048)  0.307
H (0.420, 3.149, -0.745)  0.017
H (-0.308, 4.055, -2.151)  0.504
H (-1.425, 2.875, -3.640)  0.331
H (-0.205, 2.502, -4.980)  0.346
H (-1.154, 1.110, -4.061)  0.271
H (1.810, -1.182, 0.497)  -0.141
H (1.495, 0.354, 2.267)  -0.298
H (-0.870, 0.478, -0.596)  0.158
H (-1.070, 0.889, 1.217)  0.320
H (-3.605, -2.707, -0.312)  0.585
H (-3.842, -4.183, -2.546)  0.325
H (-1.690, -4.588, -4.133)  0.526
H (0.695, -3.559, -3.398)  0.356
H (0.938, -2.148, -1.223)  -0.057
O (-0.445, 2.769, 3.065)  -0.442
H (-0.913, 2.615, 3.896)  0.199
H (0.461, 2.497, 3.254)  0.250
O (-1.972, -2.828, 4.653)  -0.611
H (-2.447, -3.653, 4.490)  0.328
H (-1.720, -2.524, 3.771)  0.407
O (-0.205, 6.215, -2.199)  -0.611
H (0.103, 6.333, -1.291)  0.314
H (-0.953, 6.821, -2.273)  0.286
O (-2.461, 2.555, -0.807)  -0.673
H (-1.879, 2.352, -1.551)  0.326
H (-1.877, 2.525, -0.039)  0.213
O (-0.856, 0.441, 4.690)  -0.541
H (-1.102, -0.241, 4.050)  0.236
H (-0.759, -0.043, 5.522)  0.337
O (0.353, 0.430, 7.694)  -0.693
H (0.357, 1.333, 7.348)  0.327
H (1.024, 0.444, 8.389)  0.339
O (-1.438, 5.066, 1.225)  -0.633
H (-1.684, 4.388, 0.585)  0.393
H (-1.339, 4.580, 2.059)  0.327
O (-1.405, -6.426, -4.966)  -0.632
H (-1.656, -7.106, -5.605)  0.303
H (-1.302, -6.911, -4.137)  0.299
O (3.922, 0.026, -6.126)  -0.624
H (3.524, -0.582, -6.762)  0.303
H (3.432, 0.848, -6.251)  0.305
O (-5.484, -1.515, 0.979)  -0.643
H (-5.482, -0.614, 0.631)  0.328
H (-4.805, -1.501, 1.667)  0.303
O (-3.232, -6.258, 0.565)  -0.658
H (-3.224, -5.359, 0.211)  0.352
H (-2.555, -6.248, 1.253)  0.309
O (-4.432, -4.539, 4.586)  -0.658
H (-4.121, -4.409, 5.491)  0.330
H (-5.170, -3.923, 4.503)  0.322
O (-2.533, 4.279, 4.058)  -0.645
H (-2.935, 3.663, 3.433)  0.300
H (-3.017, 5.103, 3.917)  0.284
O (-3.277, -6.308, -7.780)  -0.655
H (-4.157, -6.407, -7.397)  0.324
H (-2.717, -6.091, -7.024)  0.311
O (-1.339, 5.654, 6.284)  -0.650
H (-1.742, 5.038, 5.656)  0.410
H (-1.823, 6.481, 6.145)  0.288
O (-0.390, 0.245, 10.625)  -0.623
H (-0.674, 0.456, 9.724)  0.341
H (-1.216, 0.116, 11.106)  0.312
O (8.186, -0.357, -1.204)  -0.571
H (8.771, -0.729, -0.532)  0.287
H (8.684, 0.389, -1.561)  0.285
O (-2.390, 8.500, 6.967)  -0.627
H (-2.079, 8.625, 7.872)  0.308
H (-3.127, 9.117, 6.886)  0.309
O (0.368, 4.364, -6.708)  -0.643
H (0.675, 4.485, -5.801)  0.325
H (-0.380, 4.968, -6.784)  0.322
O (-4.175, -6.811, -4.504)  -0.559
H (-5.057, -6.910, -4.123)  0.286
H (-3.616, -6.594, -3.748)  0.301

---

Entry 2:
DFT (ωB97M-V/def2-TZVPD) results for a cluster of 17 separate species, C16H70N4O17 in total.

Values from the calculation:
- Kohn-Sham gap (eV) = 9.19
- lowest unoccupied orbital energy (eV) = -0.361
- E_tot (Ha) = -2149.5899

Each line ends with the Mulliken charge.
Element x y z (Å)
C (-2.123, -3.612, 0.520)  -1.664
C (-1.759, -2.740, 1.710)  1.656
C (-2.836, -2.512, 2.792)  -0.861
O (-4.040, -2.054, 2.237)  -0.383
C (-4.135, -0.656, 2.005)  -0.555
N (-0.415, -3.278, 2.180)  -0.658
H (-2.331, -4.628, 0.853)  0.469
H (-1.312, -3.569, -0.207)  0.411
H (-3.010, -3.201, 0.037)  0.333
H (-1.565, -1.753, 1.292)  -0.721
H (-2.547, -1.896, 3.643)  0.270
H (-2.981, -3.456, 3.318)  0.400
H (-5.161, -0.398, 1.741)  0.306
H (-3.428, -0.251, 1.280)  0.117
H (-3.983, -0.172, 2.969)  0.341
H (-0.589, -4.265, 2.311)  0.270
H (0.258, -3.437, 1.444)  0.137
C (-4.475, 0.214, -2.155)  -1.167
C (-4.910, -0.492, -3.441)  0.562
C (-4.344, -1.942, -3.475)  -0.359
O (-4.623, -2.504, -4.717)  -0.387
C (-3.890, -3.698, -4.910)  -0.714
N (-6.313, -0.451, -3.424)  -0.712
H (-4.903, -0.280, -1.282)  0.326
H (-4.836, 1.241, -2.119)  0.421
H (-3.389, 0.114, -2.140)  0.061
H (-4.580, 0.039, -4.334)  0.128
H (-4.737, -2.569, -2.675)  0.367
H (-3.255, -1.906, -3.432)  0.079
H (-4.096, -4.195, -5.858)  0.303
H (-4.311, -4.380, -4.172)  0.332
H (-2.817, -3.639, -4.728)  0.223
H (-6.754, -0.449, -2.515)  0.294
H (-6.645, -1.354, -3.733)  0.259
C (5.872, -0.208, -1.297)  -1.307
C (6.404, -0.209, 0.195)  0.390
C (5.441, 0.480, 1.081)  -0.123
O (5.839, 0.419, 2.482)  -0.398
C (7.082, 1.057, 2.780)  -0.795
N (6.617, -1.617, 0.645)  -0.721
H (6.641, -0.634, -1.942)  0.411
H (5.773, 0.833, -1.603)  0.393
H (4.918, -0.716, -1.438)  0.065
H (7.332, 0.362, 0.194)  0.400
H (4.439, 0.072, 0.946)  -0.265
H (5.391, 1.538, 0.825)  0.452
H (7.934, 0.412, 2.564)  0.314
H (7.120, 1.093, 3.868)  0.274
H (7.226, 2.025, 2.300)  0.321
H (6.880, -1.547, 1.618)  0.375
H (5.633, -1.844, 0.636)  0.261
C (0.200, -1.669, -1.497)  -1.616
C (1.247, -0.592, -2.004)  0.581
C (0.645, 0.369, -3.043)  -0.346
O (0.108, -0.468, -4.080)  -0.396
C (-0.726, 0.172, -5.004)  -0.673
N (1.697, 0.195, -0.843)  -0.154
H (-0.264, -2.262, -2.285)  0.565
H (-0.625, -1.277, -0.902)  0.112
H (0.639, -2.494, -0.935)  0.304
H (2.073, -1.186, -2.395)  0.219
H (1.428, 1.018, -3.435)  0.340
H (-0.078, 1.025, -2.559)  0.235
H (-0.975, -0.565, -5.768)  0.287
H (-0.269, 1.001, -5.544)  0.309
H (-1.616, 0.538, -4.491)  0.173
H (2.227, -0.406, -0.228)  0.061
H (2.308, 0.912, -1.207)  0.028
O (-2.844, 3.213, 2.886)  -0.687
H (-1.975, 3.613, 2.900)  0.363
H (-3.146, 3.327, 1.984)  0.326
O (-0.103, 3.448, 2.481)  -0.705
H (-0.070, 3.076, 3.363)  0.283
H (-0.149, 2.688, 1.902)  0.499
O (-0.475, 1.382, 0.821)  -0.615
H (0.229, 0.910, 0.375)  0.277
H (-0.719, 0.814, 1.552)  0.285
O (-0.559, -0.121, 5.934)  -0.714
H (-0.222, -0.776, 5.323)  0.397
H (-1.387, -0.486, 6.246)  0.305
O (2.382, 3.577, -1.986)  -0.589
H (2.391, 4.467, -1.635)  0.262
H (1.458, 3.327, -1.981)  0.386
O (-0.372, 3.221, -1.857)  -0.585
H (-0.417, 2.524, -1.203)  0.150
H (-1.267, 3.555, -1.915)  0.223
O (3.172, -2.304, 0.486)  -0.593
H (3.324, -2.253, 1.430)  0.304
H (2.387, -2.843, 0.397)  0.169
O (0.724, -1.691, 4.107)  -0.622
H (1.614, -2.038, 4.039)  0.237
H (0.206, -2.242, 3.521)  0.468
O (3.835, 1.608, -3.350)  -0.593
H (3.596, 2.362, -2.810)  0.306
H (4.672, 1.852, -3.745)  0.310
O (-2.949, 3.918, 0.206)  -0.556
H (-3.086, 3.681, -0.711)  0.243
H (-3.562, 4.636, 0.363)  0.264
O (-2.360, 2.108, 5.167)  -0.636
H (-2.564, 2.551, 4.344)  0.518
H (-1.873, 1.327, 4.905)  0.264
O (1.862, 1.313, 4.972)  -0.575
H (1.158, 0.777, 5.338)  0.411
H (2.438, 0.686, 4.535)  0.247
O (0.206, 6.066, 1.065)  -0.626
H (-0.046, 5.277, 1.544)  0.384
H (0.766, 5.748, 0.356)  0.254

---

Entry 3:
DFT (ωB97M-V/def2-TZVPD) results for a structure of composition C16H8F3NO4PdS.

Values from the calculation:
- total charge = -2
- relative energy (zero: lowest compared OMol25 entry of this formula, charge and spin) (kJ/mol) = 229.5
- Kohn-Sham gap (alpha / beta) (eV) = 5.92 / 5.99
- lowest unoccupied orbital energy (alpha / beta) (eV) = 4.714 / 4.713
- E_tot (Ha) = -1795.9962

Each line ends with the natural charge from an NBO analysis.
Element x y z (Å)
Pd (-0.438, 1.445, 0.096)  0.800
O (0.793, 0.001, -2.989)  -0.718
C (-0.044, 0.863, -2.698)  0.725
O (0.147, 1.964, -2.088)  -0.812
C (-1.465, 0.657, -3.194)  -0.057
C (-1.642, 0.659, -4.576)  -0.224
C (-2.889, 0.499, -5.164)  -0.274
C (-3.993, 0.315, -4.339)  -0.249
C (-3.832, 0.305, -2.961)  -0.236
C (-2.577, 0.481, -2.346)  -0.175
S (-2.529, 0.397, -0.582)  -0.311
H (-0.761, 0.771, -5.199)  0.204
H (-2.998, 0.516, -6.244)  0.182
H (-4.982, 0.184, -4.768)  0.181
H (-4.691, 0.159, -2.314)  0.199
O (2.217, 1.622, 2.076)  -0.621
C (1.818, 0.473, 2.072)  0.640
N (0.711, -0.029, 1.436)  -0.730
C (0.654, -1.391, 1.640)  0.635
O (-0.171, -2.190, 1.253)  -0.599
C (1.837, -1.799, 2.514)  -0.040
C (2.224, -3.026, 3.006)  -0.224
C (3.359, -3.070, 3.819)  -0.232
C (4.064, -1.907, 4.115)  -0.237
C (3.654, -0.675, 3.600)  -0.187
C (2.534, -0.654, 2.799)  -0.140
H (1.658, -3.916, 2.758)  0.218
H (3.699, -4.016, 4.225)  0.192
H (4.939, -1.962, 4.751)  0.191
H (4.198, 0.237, 3.820)  0.214
F (-2.452, 2.724, 1.702)  -0.367
C (-1.227, 2.953, 1.160)  0.788
F (-0.445, 3.331, 2.209)  -0.366
F (-1.373, 4.080, 0.409)  -0.368